[1]
A structure of composition C31H39MoN5O5S at a distorted geometry. Source: the Open Molecules 2025 dataset; level of theory: wB97M-V/def2-TZVPD.

Structure (XYZ):
```
82
Properties=species:S:1:pos:R:3:forces:R:3
Mo 0.45057 -1.33023 0.25418 0.416 1.174 -0.130
S -0.12143 0.99257 0.83671 -0.111 -0.429 0.240
O 2.08284 -1.50226 1.21332 0.472 -0.113 0.355
O 1.73071 -0.90833 -1.29234 -0.151 -0.075 -0.174
O 6.50222 -1.19346 2.86388 -0.040 -0.024 -0.017
O -1.68754 0.15926 -3.39577 -0.047 0.034 -0.102
O -0.84781 -1.19219 -1.31980 -0.153 -0.063 -0.228
N -0.26073 -3.19043 -0.20881 -0.406 -0.354 -0.134
N -0.53095 -3.43832 -1.53183 0.154 0.077 0.225
N -0.34758 -2.12726 2.09655 -0.091 -0.122 0.229
N -2.72575 1.17193 0.19623 0.004 0.067 0.087
N -1.26502 2.03334 -1.33390 0.079 0.132 0.170
C -0.92361 -3.53101 4.41837 -0.004 -0.022 -0.007
C 0.35642 3.92627 -1.44017 0.004 0.002 0.012
C -1.34950 -3.31719 -5.62902 -0.010 0.025 0.030
C 5.25302 -0.62285 -0.42043 0.044 -0.016 0.018
C 0.02853 2.50246 -1.86447 -0.147 -0.074 0.058
C 6.10211 -0.73105 0.63538 -0.071 0.001 -0.044
C -1.87142 -0.96517 -5.44385 -0.003 -0.041 -0.004
C -4.42132 3.61178 3.59109 0.014 0.004 0.019
C -0.87443 -4.19302 3.20027 0.022 -0.007 0.038
C 5.59773 -1.10842 1.90142 0.050 -0.019 0.162
C -1.48373 1.42495 -0.18198 0.070 0.065 -0.336
C -4.29842 2.67560 2.39623 0.008 0.018 -0.022
C -3.21713 1.61903 2.59843 0.019 0.026 0.022
C 3.48725 -0.44922 -2.76832 0.052 0.007 0.013
C -0.57702 -3.46494 2.06442 -0.002 -0.100 -0.234
C -0.60849 5.00259 -1.94410 -0.030 -0.016 0.000
C -0.36458 -1.50419 3.28073 -0.017 -0.046 -0.045
C -1.05669 -3.35777 -4.28797 -0.036 0.006 -0.008
C -1.16070 -2.20220 -3.49169 -0.036 -0.052 0.076
C -3.15673 0.59300 1.47716 -0.018 -0.004 -0.107
C -1.76013 -2.11092 -6.20270 0.012 0.005 -0.019
C -0.83622 -2.28354 -2.07745 0.052 -0.117 -0.051
C 6.09626 -1.59266 4.17896 0.003 0.029 -0.083
C 3.86124 -0.86445 -0.28094 0.032 0.052 -0.099
C -0.65888 -2.17096 4.45682 0.021 0.031 0.019
C 3.38798 -1.23608 0.99586 -0.395 -0.105 0.025
C -1.91419 5.12763 -1.15519 -0.026 -0.018 -0.001
C -1.57018 -1.00141 -4.08631 -0.025 0.171 -0.052
C 2.98788 -0.75420 -1.39345 0.013 -0.014 0.021
C 4.23754 -1.36687 2.07903 0.178 0.046 -0.068
C -0.57639 -4.02594 0.71766 0.084 0.061 0.136
H 0.41700 3.96455 -0.34734 0.032 0.015 -0.006
H -4.67896 3.05783 4.49514 0.001 0.002 -0.004
H -4.14492 0.17206 1.28897 0.007 -0.027 0.037
H -1.16405 -4.07026 5.32450 0.012 -0.004 -0.001
H 3.97077 0.52925 -2.78663 0.002 -0.004 -0.007
H -2.38529 6.09258 -1.33591 0.008 0.001 -0.019
H -5.19514 4.36041 3.42997 -0.002 -0.003 -0.011
H -1.99082 -2.06981 -7.25912 -0.017 -0.007 0.006
H -0.67928 -1.62145 5.38706 -0.008 -0.003 -0.002
H -0.74391 -4.28108 -3.82171 0.007 -0.004 0.010
H -0.04610 2.41131 -2.94821 -0.008 0.028 -0.008
H -3.46188 1.53380 -0.39529 -0.008 -0.039 -0.014
H -1.06312 -5.25482 3.12256 -0.003 0.001 0.019
H -0.14682 -0.44455 3.26946 -0.034 0.004 0.004
H 1.36133 4.13660 -1.81344 -0.003 0.001 -0.015
H -2.23930 2.10135 2.69567 0.000 -0.022 0.045
H -1.73455 5.04831 -0.08012 0.004 0.017 -0.002
H -2.19223 -0.02839 -5.87807 0.009 0.006 -0.003
H -0.82520 4.83104 -3.00289 0.019 0.034 -0.010
H 3.82687 -1.66663 3.03001 -0.015 -0.002 0.012
H -5.25649 2.17907 2.21394 -0.004 0.007 0.011
H -1.39914 -0.00472 -2.48282 0.021 -0.063 -0.040
H -2.07877 2.35053 -1.84516 0.015 -0.076 -0.064
H 0.79235 1.80699 -1.52339 0.005 -0.024 -0.025
H -0.08996 5.96059 -1.90136 0.007 -0.001 0.031
H -2.49088 -0.23382 1.71360 0.054 -0.017 0.011
H 7.00405 -1.61562 4.77064 0.004 0.008 0.000
H -3.48354 4.13829 3.77758 0.003 -0.006 -0.004
H 5.65004 -0.34273 -1.38586 -0.005 0.004 0.001
H 5.40024 -0.86401 4.59528 -0.008 -0.013 0.022
H 4.22816 -1.18683 -3.07906 -0.004 0.008 -0.004
H 7.16148 -0.54197 0.53905 0.005 -0.006 0.007
H -0.92139 -5.02350 0.47038 -0.052 0.021 0.038
H 2.65501 -0.45484 -3.46578 -0.013 -0.003 0.004
H 5.64857 -2.58623 4.15117 -0.006 -0.005 0.019
H -3.39724 1.08272 3.53503 -0.029 -0.003 -0.017
H -1.26956 -4.20979 -6.23235 0.011 0.002 -0.004
H -2.65935 4.37524 -1.42818 0.022 -0.015 0.009
H -4.07368 3.26470 1.50045 -0.016 -0.015 -0.016
```
Forces are in eV/Å.

Properties
Energy above the lowest of the compared OMol25 structures with the same formula, charge and spin (kcal/mol): 4.1
Highest occupied orbital energy (spin up / spin down) (eV): -13.1 / -13.1
<S²>: 2.030
Multiplicity: 3
Charge: +2
LUMO level (spin up / spin down) (eV): -7.1 / -7.1



[2]
The molecule C3H5NO at a distorted geometry. Source: the Open Molecules 2025 dataset; level of theory: wB97M-V/def2-TZVPD.

Structure (XYZ):
```
10
Properties=species:S:1:pos:R:3:forces:R:3
O -1.25591 0.04370 -0.24088 -1.345 0.414 0.984
N 0.60349 -0.43754 -0.90038 1.140 -0.385 0.674
C 0.69258 0.42955 1.43340 -6.561 -0.670 2.761
C -0.71971 -0.40268 -1.47783 2.557 3.535 -1.927
C 0.04403 -0.08848 0.20290 0.433 1.169 -1.720
H -0.96286 -1.33046 -1.76970 -1.737 -3.364 -0.851
H -0.67571 0.28446 -2.44722 -0.805 -0.803 2.392
H 1.64950 0.43902 1.16023 4.052 0.689 -0.443
H 0.13248 1.41980 1.78109 1.698 -1.962 -0.857
H 0.49211 -0.35738 2.25839 0.567 1.375 -1.013
```
Forces are in eV/Å.

Properties
Energy above the lowest of the compared OMol25 structures with the same formula, charge and spin (kcal/mol): 55.0
Highest occupied orbital energy (eV): -10.0
LUMO level (eV): 1.0



[3]
A structure of composition C46H37N2O3P2S3Se4Sm at a distorted geometry. Source: the Open Molecules 2025 dataset; level of theory: wB97M-V/def2-TZVPD.

Structure (XYZ):
```
98
Properties=species:S:1:pos:R:3:forces:R:3
Sm 0.53960 1.79764 0.11074 -1.427 1.292 -0.358
Se -0.16147 3.81663 -1.73257 0.077 0.725 -0.069
Se -0.32716 3.07944 2.45703 -0.424 0.239 0.548
Se 0.48966 5.10567 1.61004 -0.127 0.310 0.367
Se 1.60399 4.53368 -0.32739 -0.176 0.117 -0.614
S 1.00045 1.43227 -3.99223 0.240 0.297 -0.070
S 0.81365 -1.65020 -1.10110 -0.882 -0.560 -0.379
S 3.70690 2.63366 -3.70591 -0.238 0.022 -0.127
P -2.20200 -0.46697 -0.97942 -1.243 0.138 -0.654
P -0.43786 -0.52492 1.82383 -0.009 -0.126 1.290
O 0.67938 -0.28730 -0.50761 0.589 -1.276 -0.391
O 6.00011 1.88400 -1.16990 0.410 0.054 -0.258
O 2.44880 1.72856 0.99835 1.048 -0.483 0.717
N 3.51188 1.74563 -1.05227 0.593 -0.089 -0.001
N 2.30444 1.56612 -1.68988 -0.198 0.147 0.169
C -1.25432 -0.83514 -5.02269 0.066 -0.131 -0.104
C 0.40183 -1.98004 -3.74279 0.111 -0.144 0.051
C -1.38784 -1.00664 4.51455 0.083 -0.018 -0.021
C 6.01971 1.78696 0.17673 0.078 -0.012 0.309
C -3.93529 1.57778 -2.19124 0.000 -0.001 -0.054
C 2.20676 -1.39945 2.24976 -0.070 0.088 0.043
C 1.16277 -0.60043 2.70297 -0.069 0.024 0.023
C -2.66767 2.08458 -0.22693 -0.267 -0.262 -0.097
C 3.40213 -1.43988 2.94367 0.176 -0.075 -0.001
C -1.63601 -0.56912 3.21526 -0.013 0.078 -0.227
C -2.38795 -0.95383 5.46888 0.065 -0.039 0.112
C -0.21334 -1.54248 -2.58062 0.348 0.047 -0.055
C 1.38049 2.81148 -5.11347 -0.216 -0.156 0.145
C -1.05875 -4.60628 1.76875 -0.009 -0.079 0.045
C 3.56101 -0.68270 4.09273 0.059 -0.092 0.039
C -1.38887 -0.79008 -2.60616 -0.058 0.092 0.123
C -0.13933 -1.65383 -4.97394 -0.034 -0.102 -0.055
C -2.90457 -0.09010 2.90026 -0.008 0.022 -0.084
C 2.54825 0.16649 4.50854 0.055 -0.011 0.139
C -3.90431 3.82263 -1.31000 0.008 0.035 0.245
C -3.56397 -1.70215 -1.14920 0.230 0.084 0.128
C 4.88011 1.69787 2.29852 0.007 0.094 -0.171
C -3.76969 -2.53643 -0.05352 0.153 0.130 0.040
C -0.74095 -4.97785 0.47277 -0.004 -0.069 -0.064
C 6.08878 1.62496 2.96283 0.006 0.005 0.193
C 4.82138 1.75037 0.90839 0.031 0.109 -0.132
C -5.36134 -2.82355 -2.29057 -0.107 -0.016 -0.166
C -0.50483 -2.29893 1.28785 0.031 0.269 -0.226
C 1.35805 0.22355 3.80883 0.011 -0.034 -0.075
C -0.25643 -4.02631 -0.40452 0.040 -0.004 -0.091
C -5.55563 -3.65361 -1.19828 -0.030 -0.044 0.057
C -4.33004 2.90306 -2.25640 -0.109 -0.026 -0.156
C -3.10739 3.39909 -0.26093 -0.062 0.107 0.025
C 2.33412 1.84649 -2.93592 0.172 -0.161 0.092
C 7.26852 1.62713 2.23722 0.017 0.084 -0.047
C -0.14249 -2.70808 0.00532 0.286 -0.092 -0.006
C -4.75027 -3.51246 -0.08184 -0.118 -0.133 0.115
C 7.23057 1.72804 0.85957 0.111 -0.026 -0.081
C -0.94789 -3.28635 2.16818 0.037 0.051 -0.080
C -3.90135 -0.02417 3.85805 -0.129 -0.015 0.079
C 2.87628 2.79639 -5.33820 0.289 -0.086 0.328
C -4.36382 -1.86699 -2.27451 0.027 0.019 -0.014
C 3.49600 1.74134 0.25477 0.481 0.073 -0.987
C -3.04332 1.15860 -1.20385 0.288 -0.076 0.328
C -1.87100 -0.41164 -3.85656 0.158 -0.025 0.140
C -3.64071 -0.45485 5.14763 -0.058 -0.008 0.012
H 8.22370 1.57472 2.74074 0.047 0.000 0.036
H -4.20277 -1.26022 -3.15344 -0.020 0.004 -0.039
H -2.05217 1.75587 0.61006 -0.116 0.146 -0.003
H 2.68682 0.79180 5.37980 0.010 0.041 0.040
H 1.04466 3.72721 -4.62094 0.061 -0.025 -0.073
H -1.63804 -0.50966 -5.97963 -0.054 0.009 -0.041
H -3.14593 -2.42411 0.82661 -0.050 -0.012 -0.021
H 4.48676 -0.73900 4.64739 0.066 0.036 0.017
H -6.33141 -4.40663 -1.22042 -0.017 -0.031 0.000
H 0.82397 2.65921 -6.03742 0.001 0.009 -0.023
H 3.21825 3.73108 -5.78416 0.021 -0.052 0.000
H -1.38334 -5.35201 2.48164 -0.047 -0.019 0.003
H -4.35235 0.88385 -2.90440 0.034 -0.069 -0.084
H -2.18281 -1.29662 6.47382 -0.001 -0.003 0.050
H -5.98697 -2.92488 -3.16621 -0.035 -0.036 -0.056
H 4.21317 -2.06277 2.58753 -0.007 0.004 0.005
H 6.90634 1.94681 -1.49520 0.012 -0.024 0.130
H 3.17946 1.95353 -5.96137 -0.063 0.092 -0.040
H -4.40819 -0.40416 5.90616 -0.068 0.024 0.040
H 0.34348 -1.98616 -5.88328 -0.007 0.011 0.013
H -4.19887 4.86311 -1.38373 -0.012 -0.081 0.014
H -4.97799 3.22358 -3.06201 -0.059 -0.016 0.005
H 3.94474 1.72288 2.83976 0.013 -0.034 -0.046
H -2.70414 0.26590 -3.93510 -0.127 0.008 0.067
H -0.40967 -1.38500 4.78685 -0.018 0.033 -0.017
H 2.09489 -1.98173 1.34381 0.036 -0.144 0.094
H 0.58179 0.91497 4.11085 0.047 -0.045 0.072
H -3.11736 0.23482 1.88933 -0.001 0.106 -0.020
H -2.79041 4.08557 0.51199 0.094 0.004 0.017
H -4.87267 0.37699 3.60180 -0.023 -0.020 -0.024
H 8.15164 1.76784 0.28715 0.026 -0.039 0.018
H 0.05653 -4.29762 -1.40570 -0.029 -0.102 -0.042
H -1.19612 -3.02291 3.18761 -0.068 0.012 -0.104
H -0.83805 -6.00639 0.15835 -0.006 -0.059 -0.033
H -4.88372 -4.16243 0.77236 -0.025 -0.015 0.041
H 1.32332 -2.54200 -3.67402 0.103 0.008 -0.059
H 6.11572 1.57716 4.04187 -0.016 -0.003 0.074
```
Forces are in eV/Å.

Properties
Highest occupied orbital energy (spin up / spin down) (eV): -6.5 / -6.5
<S²>: 8.759
Multiplicity: 6
LUMO level (spin up / spin down) (eV): -0.3 / -0.3



no.,total energy (eV)
1,-63147.8394
2,-6727.1876
3,-387800.3904